1.
# C24H43BiN2OP3

C24H43BiN2OP3 as an isolated structure (ωB97M-V with the def2-TZVPD basis set, the OMol25 dataset).

The geometry in ORCA input format:
```
! RIJCOSX wB97M-V def2-TZVPD def2/J DEFGRID3
* xyz 3 1
Bi -0.932 0.389 0.158
P -2.475 -1.992 0.512
P 1.207 -1.257 2.199
P 0.948 -2.062 -0.938
H -1.761 3.370 -0.708
C -1.760 2.340 -1.107
C -2.716 1.295 -0.701
H -3.398 1.368 0.152
C -4.125 -1.672 1.196
C -1.845 -3.329 1.568
C -2.845 -2.851 -1.046
C 2.662 -0.124 2.210
C 0.506 -0.759 3.825
C 2.053 -2.789 2.785
C 0.639 -2.236 -2.736
C 1.310 -3.845 -0.633
C 2.676 -1.445 -1.057
H -1.821 2.377 -2.204
H -2.905 0.598 -1.524
H -4.478 -0.683 0.885
H -4.118 -1.711 2.291
H -4.830 -2.425 0.823
H -1.623 -2.964 2.573
H -0.925 -3.758 1.168
H -2.573 -4.141 1.672
H -2.919 -2.129 -1.864
H -3.812 -3.356 -0.956
H -2.087 -3.594 -1.312
H 3.357 -0.469 2.989
H 2.308 0.890 2.434
H 3.164 -0.124 1.235
H 1.003 -1.343 4.612
H -0.572 -0.961 3.846
H 0.672 0.313 3.994
H 3.060 -2.520 3.130
H 2.111 -3.532 1.984
H 1.463 -3.204 3.612
H 1.186 -3.123 -3.081
H 0.972 -1.345 -3.277
H -0.435 -2.368 -2.904
H 1.713 -4.260 -1.565
H 0.383 -4.374 -0.384
H 2.045 -3.992 0.162
H 3.133 -1.895 -1.950
H 3.268 -1.706 -0.172
H 2.651 -0.355 -1.178
C 0.869 1.401 -3.915
C 1.765 2.578 -4.166
C 2.788 1.891 -4.974
C 2.293 1.285 -6.113
C 0.923 0.852 -6.221
C 0.193 0.805 -5.049
O 0.948 0.941 -2.762
H 2.051 2.904 -3.160
H 1.219 3.343 -4.725
H 3.846 2.058 -4.712
H 2.952 1.146 -6.973
H 0.540 0.470 -7.186
H -0.708 0.203 -4.877
N -2.088 2.523 3.963
C -2.256 1.521 3.092
N -1.461 1.708 2.031
C -0.739 2.890 2.237
C 0.318 3.419 1.476
C 0.942 4.567 1.990
C 0.579 5.083 3.257
C -0.491 4.524 3.990
C -1.115 3.407 3.462
H -2.610 2.633 4.822
H -2.934 0.699 3.268
H 0.592 2.992 0.499
H 1.767 5.039 1.438
H 1.103 5.976 3.630
H -0.819 4.893 4.961
*
```

## Properties
relative energy (zero: lowest compared OMol25 entry of this formula, charge and spin)	93.5	kcal per mole
highest occupied orbital energy (alpha / beta)	-15.110 / -15.110	eV
HOMO-LUMO gap (alpha / beta)	3.0 / 3.0	eV

Löwdin population analysis, charges in e, atoms 1 to 4: number 1, Bi, carries 1.54; number 2, P, carries 0.76; number 3, P, carries 0.72; number 4, P, carries 0.67

2.
# C24H43BrFeP2

C24H43BrFeP2 as an isolated structure (ωB97M-V with the def2-TZVPD basis set, the OMol25 dataset).

The geometry in ORCA input format:
```
! RIJCOSX wB97M-V def2-TZVPD def2/J DEFGRID3
* xyz 1 6
Fe -0.087 0.085 1.788
C -0.823 -1.798 2.632
C 0.560 -1.950 2.229
C 0.459 -0.321 3.891
C -0.872 -0.797 3.664
C 1.355 -1.048 3.028
C -1.958 -2.685 2.263
H -1.749 -3.254 1.354
H -2.885 -2.114 2.125
H -2.144 -3.418 3.064
C -2.067 -0.453 4.479
H -2.974 -0.503 3.870
H -1.987 0.550 4.909
H -2.195 -1.151 5.319
C 0.865 0.621 4.964
H 1.078 0.083 5.901
H 0.075 1.353 5.179
H 1.776 1.163 4.683
C 2.834 -1.097 3.191
H 3.079 -1.712 4.072
H 3.269 -0.103 3.363
H 3.324 -1.558 2.327
C 1.110 -3.068 1.416
H 1.460 -3.876 2.074
H 1.970 -2.745 0.815
H 0.355 -3.498 0.749
C -1.898 0.893 -3.518
C -1.943 -0.442 -3.693
C -1.124 -1.178 -4.710
C 0.314 -0.633 -4.932
C 1.014 -0.045 -3.731
C 1.115 1.276 -3.488
C 0.213 2.318 -4.094
C -1.233 1.869 -4.442
H -1.641 -1.173 -5.686
H 0.299 0.073 -5.775
H -1.055 -2.241 -4.431
H -1.249 1.509 -5.480
H -2.518 1.364 -2.747
H -2.731 -1.049 -3.221
H -1.853 2.783 -4.410
H 0.166 3.186 -3.417
H 1.966 1.683 -2.921
H 0.673 2.712 -5.018
H 0.926 -1.499 -5.244
H 1.612 -0.776 -3.172
P -1.254 0.089 -0.038
P 1.540 1.262 0.848
C -0.571 1.541 -0.959
C 0.631 2.292 -0.396
H -1.398 2.239 -1.144
H -0.308 1.079 -1.915
H 1.329 2.567 -1.198
H 0.295 3.212 0.098
C 2.309 2.497 1.912
H 2.859 1.991 2.713
H 1.529 3.126 2.358
H 3.000 3.115 1.322
C 2.911 0.421 -0.005
H 3.265 1.038 -0.843
H 2.585 -0.557 -0.381
H 3.724 0.267 0.718
C -3.026 0.277 -0.135
H -3.497 -0.519 0.458
H -3.360 0.219 -1.179
H -3.306 1.242 0.309
C -0.800 -1.438 -0.912
H 0.236 -1.728 -0.702
H -0.917 -1.309 -1.992
H -1.456 -2.248 -0.568
Br -1.203 1.986 2.413
*
```

## Properties
relative energy (zero: lowest compared OMol25 entry of this formula, charge and spin)	10.3	kcal per mole
highest occupied orbital energy (alpha / beta)	-9.534 / -11.488	eV
HOMO-LUMO gap (alpha / beta)	7.7 / 7.4	eV

Löwdin population analysis, charges in e, atoms 1 to 4: number 1, Fe, carries 0.14; number 2, C, carries -0.29; number 3, C, carries -0.29; number 4, C, carries -0.32

3.
# C24H43ClF6NO10Y

C24H43ClF6NO10Y as an isolated structure (ωB97M-V with the def2-TZVPD basis set, the OMol25 dataset).

The geometry in ORCA input format:
```
! RIJCOSX wB97M-V def2-TZVPD def2/J DEFGRID3
* xyz 0 1
Y 0.866 0.140 0.871
C 5.440 -1.301 -0.209
O 4.794 -0.490 -1.206
O 4.268 -1.427 0.600
C 6.241 -2.601 -0.724
F 5.502 -3.204 -1.608
F 7.303 -2.254 -1.447
F 6.656 -3.528 0.169
C 5.583 0.153 -2.256
C 4.701 0.729 -3.279
H 4.106 1.433 -2.696
H 5.175 1.294 -4.082
H 4.081 -0.037 -3.744
H 6.316 -0.468 -2.772
H 6.112 0.994 -1.809
H 6.195 -0.671 0.261
C -3.964 -1.962 0.799
O -3.829 -1.447 -0.584
O -2.684 -1.690 1.401
C -5.264 -1.598 1.548
F -5.232 -1.881 2.879
F -5.829 -0.369 1.352
F -6.132 -2.497 1.105
C -4.701 -2.009 -1.585
C -4.216 -1.354 -2.930
H -4.749 -1.781 -3.779
H -4.338 -0.271 -2.917
H -3.189 -1.538 -3.245
H -5.719 -1.662 -1.408
H -4.583 -3.087 -1.688
H -3.928 -3.047 0.705
Cl 2.711 3.691 0.834
O -2.288 2.904 2.432
C -2.982 3.879 2.721
O -3.570 4.112 3.863
C -3.588 3.143 4.932
C -4.447 3.637 6.111
C -3.312 4.954 1.671
H -2.558 2.938 5.226
H -3.921 2.180 4.544
H -4.103 4.600 6.489
H -4.436 2.890 6.904
H -5.521 3.771 5.984
H -4.377 5.086 1.480
H -2.826 4.651 0.744
H -2.802 5.895 1.880
O 1.096 -3.118 -2.232
C 1.082 -4.298 -2.635
O 1.386 -4.794 -3.804
C 1.741 -3.968 -4.870
C 2.347 -4.969 -5.900
C 0.941 -5.347 -1.536
H 2.525 -3.272 -4.575
H 1.029 -3.296 -5.350
H 2.791 -4.604 -6.827
H 1.568 -5.696 -6.128
H 3.138 -5.563 -5.442
H 0.006 -5.303 -0.978
H 1.696 -5.136 -0.779
H 0.987 -6.369 -1.913
O 1.127 0.132 5.280
C 1.325 0.228 6.485
O 0.996 -0.690 7.412
C 0.280 -1.890 7.111
C 0.384 -2.718 8.351
C 2.007 1.474 7.059
H 0.599 -2.469 6.244
H -0.734 -1.529 6.942
H 1.328 -2.645 8.891
H 0.279 -3.768 8.081
H -0.338 -2.444 9.122
H 1.192 2.178 7.226
H 2.661 1.854 6.275
H 2.508 1.373 8.022
C -0.089 5.528 -7.389
C 0.427 4.647 -6.256
C -0.800 4.350 -5.328
C -0.539 3.351 -4.282
N -0.367 2.572 -3.396
H -0.492 6.468 -7.014
H -0.924 5.115 -7.956
H 0.741 5.739 -8.063
H 1.211 5.229 -5.770
H 0.780 3.706 -6.677
H -1.492 3.849 -6.005
H -1.364 5.192 -4.926
*
```

## Properties
relative energy (zero: lowest compared OMol25 entry of this formula, charge and spin)	476.8	kcal per mole
highest occupied orbital energy	-8.091	eV
HOMO-LUMO gap	3.9	eV

Löwdin population analysis, charges in e, atoms 1 to 4: number 1, Y, carries 1.93; number 2, C, carries -0.36; number 3, O, carries -0.13; number 4, O, carries -0.24

Please write out number 1 again, unchanged.
# C24H43BiN2OP3

C24H43BiN2OP3 as an isolated structure (ωB97M-V with the def2-TZVPD basis set, the OMol25 dataset).

The geometry in ORCA input format:
```
! RIJCOSX wB97M-V def2-TZVPD def2/J DEFGRID3
* xyz 3 1
Bi -0.932 0.389 0.158
P -2.475 -1.992 0.512
P 1.207 -1.257 2.199
P 0.948 -2.062 -0.938
H -1.761 3.370 -0.708
C -1.760 2.340 -1.107
C -2.716 1.295 -0.701
H -3.398 1.368 0.152
C -4.125 -1.672 1.196
C -1.845 -3.329 1.568
C -2.845 -2.851 -1.046
C 2.662 -0.124 2.210
C 0.506 -0.759 3.825
C 2.053 -2.789 2.785
C 0.639 -2.236 -2.736
C 1.310 -3.845 -0.633
C 2.676 -1.445 -1.057
H -1.821 2.377 -2.204
H -2.905 0.598 -1.524
H -4.478 -0.683 0.885
H -4.118 -1.711 2.291
H -4.830 -2.425 0.823
H -1.623 -2.964 2.573
H -0.925 -3.758 1.168
H -2.573 -4.141 1.672
H -2.919 -2.129 -1.864
H -3.812 -3.356 -0.956
H -2.087 -3.594 -1.312
H 3.357 -0.469 2.989
H 2.308 0.890 2.434
H 3.164 -0.124 1.235
H 1.003 -1.343 4.612
H -0.572 -0.961 3.846
H 0.672 0.313 3.994
H 3.060 -2.520 3.130
H 2.111 -3.532 1.984
H 1.463 -3.204 3.612
H 1.186 -3.123 -3.081
H 0.972 -1.345 -3.277
H -0.435 -2.368 -2.904
H 1.713 -4.260 -1.565
H 0.383 -4.374 -0.384
H 2.045 -3.992 0.162
H 3.133 -1.895 -1.950
H 3.268 -1.706 -0.172
H 2.651 -0.355 -1.178
C 0.869 1.401 -3.915
C 1.765 2.578 -4.166
C 2.788 1.891 -4.974
C 2.293 1.285 -6.113
C 0.923 0.852 -6.221
C 0.193 0.805 -5.049
O 0.948 0.941 -2.762
H 2.051 2.904 -3.160
H 1.219 3.343 -4.725
H 3.846 2.058 -4.712
H 2.952 1.146 -6.973
H 0.540 0.470 -7.186
H -0.708 0.203 -4.877
N -2.088 2.523 3.963
C -2.256 1.521 3.092
N -1.461 1.708 2.031
C -0.739 2.890 2.237
C 0.318 3.419 1.476
C 0.942 4.567 1.990
C 0.579 5.083 3.257
C -0.491 4.524 3.990
C -1.115 3.407 3.462
H -2.610 2.633 4.822
H -2.934 0.699 3.268
H 0.592 2.992 0.499
H 1.767 5.039 1.438
H 1.103 5.976 3.630
H -0.819 4.893 4.961
*
```

## Properties
relative energy (zero: lowest compared OMol25 entry of this formula, charge and spin)	93.5	kcal per mole
highest occupied orbital energy (alpha / beta)	-15.110 / -15.110	eV
HOMO-LUMO gap (alpha / beta)	3.0 / 3.0	eV

Löwdin population analysis, charges in e, atoms 1 to 4: number 1, Bi, carries 1.54; number 2, P, carries 0.76; number 3, P, carries 0.72; number 4, P, carries 0.67